[1]
The following is a quantum chemistry calculation of a cluster of 2 separate species, C31H44N3O5Si in total at a distorted geometry, from the OMol25 dataset.

Last column: Mulliken charge in e.
Atoms and positions in Å:
C -6.156 4.690 3.002  -1.26
C -5.073 3.898 3.721  -0.44
C -3.810 3.765 2.870  -0.12
C -2.690 2.986 3.539  -0.97
O -1.541 2.854 2.700  -0.07
C -0.510 2.111 3.337  0.76
C -0.514 0.761 3.230  -1.22
O 0.467 2.757 4.079  -0.51
Si 1.982 2.957 3.373  0.48
C 3.071 3.949 4.521  -1.05
C 2.747 1.274 3.117  -0.68
C 1.845 3.835 1.728  -0.72
H -7.066 4.791 3.599  0.39
H -5.810 5.698 2.761  0.32
H -6.434 4.210 2.062  0.29
H -4.824 4.376 4.678  0.37
H -5.446 2.900 3.988  0.34
H -4.061 3.286 1.917  0.06
H -3.439 4.759 2.601  0.36
H -2.367 3.472 4.466  0.33
H -3.023 1.977 3.805  0.40
H 0.220 0.164 3.726  0.40
H -1.282 0.271 2.672  0.35
H 4.070 4.041 4.106  0.33
H 2.653 4.941 4.661  0.30
H 3.132 3.454 5.485  0.32
H 3.754 1.369 2.725  0.39
H 2.780 0.748 4.066  0.31
H 2.150 0.701 2.415  -0.10
H 2.828 3.924 1.275  0.40
H 1.198 3.278 1.059  0.02
H 1.432 4.829 1.870  0.29
C 0.510 -5.249 -4.109  -0.96
N 0.844 -4.289 -3.069  0.26
C 1.913 -4.493 -2.229  0.30
O 2.665 -5.443 -2.243  -0.66
C 1.978 -3.296 -1.294  0.01
C 3.311 -2.559 -1.433  -0.72
C 4.504 -3.391 -1.064  0.44
C 5.475 -3.698 -2.005  -0.28
C 6.545 -4.503 -1.677  -0.72
C 6.655 -5.013 -0.401  -0.38
C 5.701 -4.713 0.547  -0.81
C 4.636 -3.903 0.218  -0.22
N 0.814 -2.421 -1.638  0.55
C 0.481 -1.263 -1.007  -0.32
C -0.598 -0.489 -1.383  1.18
C -0.978 0.710 -0.825  -0.91
C -2.109 1.451 -1.279  1.03
C -2.930 0.991 -2.323  -0.49
C -4.021 1.715 -2.739  -0.68
N -4.856 1.205 -3.815  0.99
O -5.842 1.875 -4.168  -0.59
O -4.549 0.117 -4.339  -0.58
C -4.323 2.922 -2.132  -0.44
C -3.533 3.401 -1.107  -0.84
C -2.444 2.677 -0.680  -0.51
C 0.073 -3.045 -2.792  0.19
C 0.133 -2.150 -4.026  -1.55
C -1.341 -3.446 -2.377  -1.56
H 1.233 -6.060 -4.101  0.39
H -0.480 -5.666 -3.941  0.31
H 0.534 -4.771 -5.085  0.32
H 1.841 -3.655 -0.265  0.40
H 3.412 -2.208 -2.465  0.41
H 3.297 -1.656 -0.819  0.41
H 5.384 -3.310 -3.003  0.35
H 7.292 -4.736 -2.419  0.39
H 7.482 -5.655 -0.149  0.39
H 5.786 -5.116 1.544  0.40
H 3.892 -3.670 0.959  0.38
H 1.088 -0.938 -0.184  0.93
H -1.196 -0.849 -2.192  -1.26
H -0.398 1.114 -0.016  0.61
H -2.731 0.059 -2.818  0.68
H -5.184 3.467 -2.473  0.52
H -3.771 4.341 -0.641  0.53
H -1.848 3.034 0.141  0.54
H 1.173 -1.991 -4.310  0.33
H -0.390 -2.611 -4.862  0.49
H -0.315 -1.175 -3.858  0.41
H -1.290 -4.157 -1.553  0.37
H -1.940 -2.603 -2.047  0.39
H -1.866 -3.915 -3.206  0.48

The net charge is +1. The largest force on an atom comes out at 3.49 eV Å⁻¹. The orbital gap is 6.2 eV. As for the molar mass: 566.8 g/mol. The value obtained for the energy above the lowest of the compared OMol25 structures with the same formula, charge and spin is 0.0 kcal per mole.

---

[2]
The following is a quantum chemistry calculation of a structure of composition C31H45Br2CuN2P2, from the OMol25 dataset.

Last column: Mulliken charge in e.
Atoms and positions in Å:
Cu 0.276 -0.583 -1.002  -1.49
Br 3.052 -1.245 -3.434  -0.10
C 3.138 -2.402 -1.913  0.38
Br 1.766 -3.748 -1.936  -0.04
H 2.990 -1.793 -1.033  -0.71
H 4.092 -2.900 -1.916  0.44
N -1.937 1.123 -2.106  -0.21
C -3.040 0.415 -1.673  0.38
C -4.284 1.081 -1.694  -0.59
C -5.465 0.421 -1.449  -0.63
C -5.470 -0.950 -1.187  -0.98
C -4.256 -1.598 -1.111  -0.65
C -3.020 -0.944 -1.277  0.48
P -1.489 -1.894 -0.964  1.68
C -1.520 -2.438 0.792  0.75
C -2.668 -2.679 1.549  -0.49
C -2.575 -3.099 2.870  -0.68
C -1.329 -3.296 3.457  -0.62
C -0.177 -3.056 2.720  -0.70
C -0.278 -2.620 1.402  -0.04
C -1.772 -3.432 -1.907  0.62
C -2.245 -3.357 -3.216  -0.54
C -2.374 -4.506 -3.986  -0.67
C -2.032 -5.744 -3.455  -0.52
C -1.563 -5.828 -2.151  -0.63
C -1.433 -4.676 -1.379  -0.41
H -1.005 0.769 -1.941  -0.01
H -1.993 2.126 -2.058  0.34
H -4.296 2.135 -1.951  0.39
H -6.400 0.972 -1.492  0.38
H -6.398 -1.492 -1.049  0.42
H -4.255 -2.669 -0.942  0.46
H -3.650 -2.518 1.131  0.36
H -3.479 -3.268 3.442  0.42
H -1.260 -3.627 4.486  0.37
H 0.801 -3.193 3.168  0.44
H 0.626 -2.428 0.835  -0.04
H -2.519 -2.395 -3.636  0.46
H -2.742 -4.433 -5.003  0.39
H -2.137 -6.641 -4.054  0.38
H -1.299 -6.791 -1.728  0.42
H -1.073 -4.753 -0.359  0.47
C -0.544 0.932 1.945  -2.03
C 0.188 2.246 1.625  2.69
C -0.861 3.123 0.913  -1.89
C 0.571 2.926 2.945  -2.11
P 1.600 1.918 0.403  0.47
N 1.192 0.971 -0.750  0.42
C 2.113 3.558 -0.388  1.88
C 2.264 4.776 0.533  -1.84
C 3.460 3.325 -1.103  -1.93
C 1.111 3.899 -1.510  -1.59
C 3.094 1.225 1.363  2.32
C 4.094 0.626 0.348  -1.62
C 2.597 0.041 2.217  -2.11
C 3.859 2.198 2.273  -1.99
H -1.520 1.171 2.384  0.67
H -0.012 0.297 2.652  0.23
H -0.725 0.354 1.039  0.11
H -1.772 3.132 1.521  0.65
H -1.119 2.719 -0.069  0.08
H -0.541 4.157 0.795  0.32
H -0.349 3.150 3.499  0.53
H 1.100 3.868 2.808  0.28
H 1.175 2.285 3.586  0.31
H 2.933 4.600 1.374  0.26
H 1.310 5.126 0.925  0.28
H 2.689 5.601 -0.052  0.50
H 4.297 3.256 -0.410  0.25
H 3.652 4.183 -1.755  0.65
H 3.439 2.424 -1.722  0.27
H 0.183 4.329 -1.133  0.31
H 0.879 3.010 -2.102  0.25
H 1.571 4.646 -2.169  0.53
H 3.580 0.196 -0.512  0.05
H 4.679 -0.156 0.848  0.52
H 4.801 1.365 -0.026  0.35
H 1.976 -0.649 1.635  0.22
H 2.030 0.355 3.092  0.25
H 3.469 -0.515 2.578  0.71
H 4.368 2.982 1.714  0.31
H 4.634 1.637 2.810  0.52
H 3.229 2.673 3.024  0.26

The net charge is 0. The largest force on an atom comes out at 0.58 eV Å⁻¹. The orbital gap is 7.8 eV. As for the molar mass: 731.0 g/mol. The value obtained for the energy above the lowest of the compared OMol25 structures with the same formula, charge and spin is 4.7 kcal per mole.

---

[3]
The following is a quantum chemistry calculation of a structure of composition C31H45ClF5MoPS at a distorted geometry, from the OMol25 dataset.

Last column: Mulliken charge in e.
Atoms and positions in Å:
Mo -0.604 0.504 2.038  -1.07
Cl -2.655 1.150 1.122  -0.44
P -0.317 0.252 -0.957  0.29
C -0.655 1.768 3.374  -0.63
H 0.218 1.814 4.112  0.20
H -1.639 1.863 3.876  0.38
C 1.084 -0.654 -1.867  0.27
C -0.264 2.059 -1.495  0.10
C 2.445 -0.007 -1.594  0.00
H 1.057 -1.637 -1.359  0.65
C 3.594 -0.917 -2.060  -0.75
H 2.507 0.955 -2.124  0.09
H 2.567 0.217 -0.526  -0.65
C 3.454 -1.350 -3.525  -0.76
H 4.546 -0.394 -1.916  0.41
H 3.614 -1.809 -1.417  0.34
C 2.044 -1.840 -3.881  -1.03
H 3.721 -0.507 -4.177  0.33
H 4.177 -2.145 -3.739  0.39
C 0.930 -0.914 -3.375  -0.39
H 1.953 -1.952 -4.969  0.41
H 1.890 -2.836 -3.442  0.37
H 0.973 0.044 -3.919  0.13
H -0.042 -1.364 -3.611  0.13
C -1.908 -0.412 -1.739  0.58
C 0.241 2.373 -2.913  -0.63
H -1.333 2.331 -1.436  0.92
C 0.023 3.861 -3.224  -1.00
H 1.312 2.136 -2.990  0.19
H -0.273 1.769 -3.675  0.14
C 0.656 4.788 -2.178  -0.77
H 0.427 4.089 -4.219  0.40
H -1.059 4.050 -3.261  0.39
C 0.310 4.398 -0.736  -0.97
H 1.747 4.783 -2.301  0.31
H 0.327 5.817 -2.362  0.42
C 0.497 2.899 -0.467  0.30
H 0.927 4.975 -0.036  0.40
H -0.737 4.664 -0.531  0.36
H 1.568 2.647 -0.507  0.26
H 0.162 2.679 0.561  -0.14
C -1.945 -1.940 -1.714  -0.43
H -2.655 -0.040 -1.017  0.33
C -3.320 -2.474 -2.154  -0.87
H -1.169 -2.341 -2.383  0.17
H -1.712 -2.319 -0.708  -0.15
C -3.802 -1.884 -3.484  -0.69
H -3.266 -3.566 -2.237  0.42
H -4.059 -2.247 -1.372  0.33
C -3.665 -0.358 -3.560  -1.04
H -3.234 -2.339 -4.306  0.32
H -4.851 -2.158 -3.645  0.36
C -2.288 0.150 -3.114  -0.51
H -3.849 -0.022 -4.588  0.38
H -4.433 0.107 -2.926  0.39
H -1.533 -0.149 -3.856  0.06
H -2.303 1.250 -3.101  0.23
C -0.558 -2.074 2.171  -0.45
C -0.811 -1.159 3.186  1.31
H -0.159 -1.630 1.221  0.89
C -2.111 -1.298 3.996  -0.82
H 0.018 -1.138 3.953  -0.06
C -2.216 -2.806 4.405  -0.76
H -2.000 -0.674 4.891  0.36
H -2.996 -0.911 3.444  0.32
C -1.908 -3.700 3.224  -0.47
H -1.488 -2.955 5.239  0.30
H -3.187 -2.994 4.864  0.42
C -0.497 -3.478 2.594  -1.20
H -1.995 -4.753 3.497  0.43
H -2.651 -3.425 2.452  0.21
H 0.295 -3.577 3.380  0.24
H -0.248 -4.108 1.684  0.32
F 3.255 1.178 7.491  -0.30
C 3.033 1.042 6.176  0.25
C 2.923 2.190 5.365  0.68
F 3.082 3.412 5.914  -0.30
C 2.631 2.045 4.020  -0.24
F 2.531 3.166 3.248  -0.31
C 2.420 0.772 3.457  0.46
S 1.728 0.576 1.829  -0.01
C 2.711 -0.359 4.249  -0.33
F 2.718 -1.601 3.689  -0.39
C 2.961 -0.228 5.597  0.52
F 3.119 -1.329 6.376  -0.31

The net charge is 0. The largest force on an atom comes out at 3.99 eV Å⁻¹. The orbital gap (alpha / beta) is 6.7 / 7.6 eV. As for the molar mass: 707.1 g/mol. The multiplicity is 3. The value obtained for the energy above the lowest of the compared OMol25 structures with the same formula, charge and spin is 0.0 kcal per mole.

---

[4]
The following is a quantum chemistry calculation of a cluster of 5 separate species, C31H45F15NO7 in total, from the OMol25 dataset.

Last column: Mulliken charge in e.
Atoms and positions in Å:
C -1.993 1.996 -1.292  -1.33
C -0.488 1.908 -1.571  -0.15
C -0.253 1.330 -2.995  0.21
F -1.085 0.286 -3.102  -0.11
F 1.027 0.889 -3.079  -0.33
C -0.490 2.234 -4.241  0.75
F 0.120 3.435 -4.018  -0.35
F -1.798 2.461 -4.365  -0.28
C 0.077 1.726 -5.606  0.58
F -0.407 2.587 -6.517  -0.28
F 1.412 1.817 -5.582  -0.24
C -0.328 0.294 -6.066  0.58
F 0.282 -0.627 -5.317  -0.16
F 0.037 0.136 -7.334  -0.27
F -1.652 0.145 -5.960  -0.24
N 0.101 3.307 -1.455  0.18
C 0.357 3.701 -0.026  -0.79
C 1.614 2.962 0.417  -0.07
C 1.623 1.524 -0.137  -1.27
C 0.202 1.039 -0.454  0.97
C 0.001 -0.472 -0.680  -0.91
O -1.051 -0.969 -0.403  -0.67
C 1.072 -1.452 -1.232  0.73
F 0.670 -1.815 -2.465  -0.16
F 2.284 -0.886 -1.337  -0.34
C 1.192 -2.771 -0.391  0.52
F 0.225 -3.612 -0.750  -0.28
F 2.375 -3.313 -0.717  -0.29
C 1.172 -2.541 1.148  1.18
F 1.844 -3.532 1.742  -0.35
F 1.841 -1.380 1.367  -0.22
C -0.230 -2.521 1.822  -0.08
O -1.015 -3.391 1.667  -0.47
O -0.392 -1.429 2.601  -0.21
H -2.567 2.304 -2.167  0.30
H -2.188 2.699 -0.480  0.47
H -2.372 1.020 -0.988  0.37
H -0.523 3.969 -1.921  0.50
H 0.992 3.378 -1.953  0.54
H 0.475 4.784 0.010  0.49
H -0.509 3.421 0.570  0.32
H 2.476 3.506 0.018  0.35
H 1.660 2.953 1.507  -0.17
H 2.234 1.488 -1.042  0.23
H 2.107 0.865 0.581  0.45
H -0.424 1.198 0.431  0.96
H -0.798 -1.693 3.442  0.29
C 3.018 2.364 5.502  -0.73
C 2.190 1.092 5.669  0.07
C 1.339 1.105 4.413  -0.05
O 2.133 1.739 3.399  -0.23
C 3.279 2.361 4.002  -0.49
H 3.937 2.369 6.085  0.39
H 2.430 3.240 5.783  0.28
H 2.844 0.217 5.675  0.32
H 1.585 1.066 6.570  -0.28
H 0.419 1.681 4.561  0.22
H 1.072 0.108 4.066  -0.02
H 4.170 1.776 3.754  0.30
H 3.396 3.363 3.584  0.30
C -6.085 -0.648 -3.569  -0.57
C -5.054 -1.769 -3.439  -0.64
C -3.906 -1.046 -2.752  0.68
O -4.494 -0.028 -1.934  -0.39
C -5.881 0.114 -2.267  -0.49
H -7.106 -1.006 -3.690  0.37
H -5.843 -0.011 -4.423  0.25
H -5.438 -2.565 -2.799  0.29
H -4.763 -2.209 -4.392  0.38
H -3.250 -0.566 -3.485  -0.41
H -3.303 -1.700 -2.120  0.01
H -6.484 -0.312 -1.459  0.27
H -6.115 1.176 -2.349  0.29
C -2.694 0.203 8.390  -0.56
C -1.727 1.261 8.915  -0.64
C -0.380 0.656 8.545  -0.30
O -0.593 -0.096 7.343  -0.35
C -1.998 -0.237 7.110  -0.39
H -3.701 0.577 8.213  0.33
H -2.757 -0.631 9.091  0.27
H -1.877 2.206 8.389  0.28
H -1.821 1.448 9.984  0.35
H -0.018 -0.020 9.325  0.23
H 0.387 1.410 8.362  0.25
H -2.284 0.400 6.265  0.24
H -2.207 -1.275 6.847  0.27
C 3.200 -3.345 -4.099  0.28
C 2.988 -3.706 -5.569  -0.56
C 4.399 -4.096 -5.992  -0.50
O 5.024 -4.648 -4.834  -0.44
C 4.234 -4.381 -3.677  -0.52
H 2.292 -3.394 -3.502  -0.17
H 3.615 -2.337 -4.014  0.14
H 2.315 -4.562 -5.652  0.32
H 2.580 -2.892 -6.168  0.26
H 4.969 -3.221 -6.322  0.27
H 4.419 -4.839 -6.790  0.31
H 3.751 -5.308 -3.351  0.32
H 4.888 -4.034 -2.876  0.27

The net charge is +1. The largest force on an atom comes out at 0.67 eV Å⁻¹. The orbital gap is 7.9 eV. As for the molar mass: 828.7 g/mol.

---

[5]
The following is a quantum chemistry calculation of a structure of composition C31H45F2N3PSSe3SiTeTi, from the OMol25 dataset.

Last column: Mulliken charge in e.
Atoms and positions in Å:
Ti 0.200 0.197 -0.143  0.11
C 3.484 2.030 5.279  -0.85
Si 1.665 1.773 5.693  0.25
C 1.710 0.840 7.350  -1.26
C 0.815 3.407 6.075  -1.11
C 0.727 0.681 4.500  0.90
C 0.127 -0.489 4.918  0.09
C -0.567 -1.284 4.009  -1.69
C -0.567 -0.891 2.689  -0.09
N 0.035 0.216 2.226  0.95
C 0.610 1.059 3.126  -0.89
S 1.257 2.574 2.651  -0.42
H 3.962 2.533 6.126  0.45
H 3.605 2.635 4.383  0.15
H 3.992 1.076 5.125  0.25
H 2.324 1.397 8.062  0.30
H 2.155 -0.151 7.236  0.31
H 0.721 0.715 7.795  0.33
H 1.381 3.982 6.813  0.33
H -0.183 3.226 6.480  0.32
H 0.716 3.990 5.161  0.29
H 0.197 -0.800 5.955  0.30
H -1.067 -2.197 4.299  0.40
H -1.056 -1.498 1.938  0.23
F -5.186 -1.685 0.488  -0.39
C -4.330 -0.624 0.358  0.24
C -2.982 -0.843 0.206  -0.44
C -2.094 0.231 0.074  0.88
C -2.640 1.535 0.114  -0.06
C -4.017 1.697 0.261  0.80
F -4.602 2.940 0.288  -0.39
C -4.890 0.640 0.386  -0.98
C -1.689 2.653 -0.026  -0.01
C -2.011 4.013 0.058  -1.01
C -1.025 4.962 -0.129  -0.76
C 0.276 4.558 -0.381  -0.84
C 0.531 3.202 -0.397  -0.96
N -0.414 2.280 -0.229  1.18
H -2.615 -1.864 0.176  0.29
H -5.953 0.798 0.498  0.48
H -3.022 4.315 0.263  0.56
H -1.275 6.015 -0.068  0.38
H 1.086 5.260 -0.521  0.47
H 1.528 2.811 -0.519  0.82
Se 0.079 -2.588 -0.214  -0.27
Se -1.166 -3.138 -2.134  -0.32
Te -0.061 -1.727 -3.901  -0.24
Se -0.305 0.507 -2.818  -0.35
C 6.001 1.807 -1.035  -2.13
C 4.524 1.804 -0.620  2.72
C 3.721 2.516 -1.735  -2.05
C 4.387 2.653 0.650  -1.94
P 3.686 0.115 -0.308  -1.20
N 2.150 0.300 -0.251  0.92
C 4.334 -0.629 1.313  3.18
C 4.113 -2.147 1.290  -2.14
C 3.444 -0.117 2.456  -2.11
C 5.802 -0.360 1.658  -2.12
C 4.249 -1.016 -1.718  2.43
C 5.688 -1.543 -1.648  -1.86
C 4.058 -0.255 -3.038  -1.69
C 3.311 -2.225 -1.789  -1.57
H 6.342 2.848 -1.074  0.53
H 6.147 1.386 -2.030  0.38
H 6.647 1.277 -0.338  0.21
H 3.508 3.546 -1.436  0.47
H 2.772 2.025 -1.944  0.37
H 4.289 2.561 -2.666  0.50
H 4.676 3.681 0.408  0.71
H 5.041 2.315 1.454  0.15
H 3.361 2.661 1.024  -0.01
H 3.108 -2.402 0.949  0.13
H 4.227 -2.517 2.315  0.63
H 4.839 -2.673 0.670  0.46
H 2.421 -0.451 2.300  0.09
H 3.414 0.962 2.561  -0.14
H 3.812 -0.548 3.393  0.68
H 6.490 -0.673 0.874  0.26
H 6.052 -0.930 2.560  0.54
H 5.989 0.689 1.882  0.27
H 6.445 -0.760 -1.638  0.23
H 5.863 -2.158 -2.538  0.53
H 5.847 -2.185 -0.782  0.24
H 4.760 0.568 -3.158  0.23
H 3.036 0.120 -3.126  0.01
H 4.228 -0.957 -3.859  0.64
H 3.568 -3.003 -1.073  0.28
H 3.376 -2.659 -2.790  0.54
H 2.276 -1.941 -1.621  -0.07

The net charge is -2. The largest force on an atom comes out at 0.82 eV Å⁻¹. The orbital gap (alpha / beta) is 5.4 / 5.4 eV. As for the molar mass: 1001.2 g/mol. The multiplicity is 2. The value obtained for the energy above the lowest of the compared OMol25 structures with the same formula, charge and spin is 0.0 kcal per mole.

---

Which of these has the lowest net charge? C31H45F2N3PSSe3SiTeTi

---

What is the net charge in the second record? 0

---

Which of these has the lowest net charge? C31H45F2N3PSSe3SiTeTi